Model i:
CHN3O in the gas phase. Source: the Open Molecules 2025 dataset; level of theory: ωB97M-V/def2-TZVPD.

```
6
CHN3O, DFT ωB97M-V/def2-TZVPD
C -0.26 -0.22 -0.61
N 0.97 0.12 0.99
O 0.92 -0.42 -0.24
N -1.02 0.51 0.18
H -0.48 -0.62 -1.52
N -0.15 0.63 1.20
```

Results
Spin multiplicity: 1
HOMO, eV: -11.829
SMILES: c1nnno1
E_LUMO, eV: 0.7450

Electronic structure analysis, natural (NBO) charges in units of e: C 0.335; N 0.059; O -0.245; N -0.291; H 0.194; N -0.051



Model ii:
CHN3O in the gas phase. Source: the Open Molecules 2025 dataset; level of theory: ωB97M-V/def2-TZVPD.

```
6
CHN3O, DFT ωB97M-V/def2-TZVPD
N -0.19 -1.31 -0.55
N -1.24 -1.11 -0.94
O -1.18 1.03 -0.94
N -0.02 1.04 -0.52
C 0.74 0.13 -0.23
H 1.75 0.01 0.14
```

Results
Spin multiplicity: 1
HOMO (alpha / beta), eV: -10.111 / -10.109
E_LUMO (alpha / beta), eV: -0.0027 / -0.0027

Electronic structure analysis, natural (NBO) charges in units of e: N -0.098; N 0.085; O -0.338; N 0.088; C 0.014; H 0.247



Most stable pick: model i. Distance to second place: 0.0330 hartree.